Entry 1:
The following is a quantum chemistry calculation of a single C3H5ClS molecule in a non-equilibrium geometry, from the Open Molecules 2025 dataset.

Cartesian coordinates (Å):
C: -0.9029 -0.8473 -0.6809
C: 0.4777 -0.2462 -0.2068
S: 1.8506 -0.8913 -0.9108
C: 0.6620 0.8827 0.9006
Cl: -0.7792 1.9003 0.9231
H: -1.5483 -1.1481 0.1292
H: -1.3043 0.1204 -1.1806
H: -0.8387 -1.7084 -1.4183
H: 0.9615 0.4116 1.8807
H: 1.4216 1.5264 0.5639

SMILES	CC(=S)CCl
E_tot	-975.64204	a.u.
molar mass	108.59	g mol⁻¹
HOMO energy	-8.778	eV
ΔE to the lowest compared entry with this formula, charge and spin	9.22	kcal per mole
net charge	0
maximum force	2.76	eV Å⁻¹
gap between HOMO and LUMO	8.42	eV
lowest unoccupied orbital energy	-0.01306	Eh

And the Mulliken charges, in e, turn out to be: -0.952, 0.169, -0.220, -0.310, -0.191, 0.302, 0.273, 0.320, 0.299, 0.310


Entry 2:
The following is a quantum chemistry calculation of a single C3H5ClS molecule in a non-equilibrium geometry, from the Open Molecules 2025 dataset.

Cartesian coordinates (Å):
C: 2.7160 0.8125 0.0736
S: 1.6270 -0.6155 -0.0655
C: 0.0189 0.1410 -0.0893
C: -1.0627 -0.5821 0.1424
Cl: -2.5737 0.2775 -0.0094
H: 2.5300 1.3215 1.0782
H: 2.5764 1.6016 -0.6873
H: 3.7740 0.4567 0.0934
H: 0.0034 1.1908 -0.2850
H: -1.1977 -1.6684 0.2481

SMILES	CS/C=C/Cl
E_tot	-975.65128	a.u.
molar mass	108.59	g mol⁻¹
HOMO energy	-8.343	eV
ΔE to the lowest compared entry with this formula, charge and spin	3.42	kcal per mole
net charge	0
maximum force	2.03	eV Å⁻¹
gap between HOMO and LUMO	9.23	eV
lowest unoccupied orbital energy	0.03252	Eh

And the Mulliken charges, in e, turn out to be: -0.825, -0.048, -0.282, -0.166, -0.205, 0.280, 0.287, 0.297, 0.313, 0.349


Entry 3:
The following is a quantum chemistry calculation of a single C3H5ClSi molecule in a non-equilibrium geometry, from the Open Molecules 2025 dataset.

Cartesian coordinates (Å):
C: -2.2056 1.6908 -0.0807
C: -1.6685 0.6212 0.0887
Si: -0.1700 -0.7362 0.6195
C: 1.2747 -0.4885 -0.5592
Cl: 2.4033 0.7741 0.0403
H: -2.6262 2.5770 -0.4584
H: -0.7560 -1.9597 0.3369
H: 0.5631 -0.8250 2.0344
H: 1.2292 -0.1907 -1.5364
H: 1.9562 -1.4631 -0.4851

SMILES	C#C[SiH2]CCl
E_tot	-866.87671	a.u.
molar mass	104.61	g mol⁻¹
HOMO energy	-10.376	eV
ΔE to the lowest compared entry with this formula, charge and spin	51.77	kcal per mole
net charge	0
maximum force	4.28	eV Å⁻¹
gap between HOMO and LUMO	10.94	eV
lowest unoccupied orbital energy	0.02092	Eh

And the Mulliken charges, in e, turn out to be: 0.266, -0.851, 0.538, -0.526, -0.193, 0.379, -0.129, -0.067, 0.356, 0.228


Entry 4:
The following is a quantum chemistry calculation of 2 unconnected molecules or ions with the total composition C3H5ClSi in a non-equilibrium geometry, from the Open Molecules 2025 dataset.

Cartesian coordinates (Å):
C: 1.0863 0.4449 1.6636
C: 0.9981 1.5935 1.7396
C: -0.9854 -0.4483 -1.2563
Si: 0.0209 -0.1752 -2.9728
Cl: -2.2765 0.7443 -1.1913
H: 0.8170 -0.5549 1.8327
H: -0.4081 -0.3390 -0.2604
H: -1.3810 -1.5064 -1.1196
H: 1.2055 2.6182 1.6010
H: -1.0687 -0.2878 -3.9245

E_tot	-866.80539	a.u.
molar mass	104.61	g mol⁻¹
HOMO energy	-8.516	eV
ΔE to the lowest compared entry with this formula, charge and spin	96.52	kcal per mole
net charge	0
maximum force	5.54	eV Å⁻¹
gap between HOMO and LUMO	7.52	eV
lowest unoccupied orbital energy	-0.03677	Eh

And the Mulliken charges, in e, turn out to be: -0.512, -0.297, -0.100, 0.206, -0.193, 0.414, -0.144, 0.305, 0.384, -0.064